ORCA calculation (the ωB97M-V functional and the def2-TZVPD basis) on a cluster of 2 separate species, H2N2O2S in total.

Properties
- HOMO energy (spin up / spin down): -9.7929 / -9.6172 eV
- E_tot: -17937.3367 eV
- E_LUMO (spin up / spin down): -1.26 / -1.17 eV
- Total charge: 0

Geometry (Å):
S  2.093  0.430  0.086
O  2.873  -0.752  -0.164
O  -2.017  -0.625  0.080
N  0.574  0.136  0.040
N  -0.537  0.679  -0.020
H  -2.015  -0.976  -0.816
H  -0.972  1.107  0.795

Forces on the atoms, in the same order (eV/Å):
S -1.0 -0.1 0.0
O 0.4 -0.2 0.0
O 2.1 1.7 0.4
N 1.2 -0.2 0.3
N -3.2 -1.1 -0.6
H 0.2 0.1 -0.3
H 0.2 -0.2 0.2


ORCA calculation (the ωB97M-V functional and the def2-TZVPD basis) on an isolated molecule of C4H9NO.

Properties
- HOMO energy: -8.9839 eV
- E_tot: -7829.8071 eV
- E_LUMO: 1.08 eV
- SMILES: CCO/C=N/C
- Total charge: 0

Geometry (Å):
O  -0.552  0.955  0.224
N  1.414  0.276  -0.762
C  -2.437  -0.490  0.269
C  2.574  -0.133  -0.003
C  0.758  1.011  0.046
C  -1.195  -0.106  -0.492
H  -3.008  -1.213  -0.319
H  3.547  -0.039  -0.503
H  -1.406  0.281  -1.489
H  -3.055  0.391  0.456
H  2.415  -1.177  0.275
H  1.210  1.782  0.685
H  -2.181  -0.946  1.230
H  -0.501  -0.945  -0.607
H  2.416  0.353  0.989

Forces on the atoms, in the same order (eV/Å):
O -0.2 0.4 -0.3
N -0.7 -0.1 0.6
C -0.1 0.0 0.0
C 0.4 0.0 0.7
C -0.3 0.3 -0.6
C -0.3 -0.1 -0.2
H 0.0 0.1 0.1
H -0.2 0.2 0.3
H -0.2 -0.2 -0.1
H 0.0 -0.1 0.0
H 0.2 -0.2 -0.3
H -0.2 -0.4 0.3
H 0.0 0.1 -0.1
H -0.1 0.2 0.1
H 1.7 -0.1 -0.3


ORCA calculation (the ωB97M-V functional and the def2-TZVPD basis) on an isolated molecule of CH4N2O.

Properties
- HOMO energy: -9.8513 eV
- E_tot: -6130.1891 eV
- E_LUMO: 0.75 eV
- SMILES: NC(N)=O
- Total charge: 0

Geometry (Å):
O  -1.021  -0.251  -1.199
N  0.835  -0.918  -0.189
N  -0.245  1.167  0.273
C  -0.145  -0.003  -0.391
H  0.503  -1.814  -0.454
H  -0.120  1.227  1.285
H  1.335  -0.923  0.687
H  -1.143  1.514  -0.013

Forces on the atoms, in the same order (eV/Å):
O -0.2 -0.3 -1.0
N 1.1 0.4 1.1
N 0.4 1.3 1.4
C -1.5 -1.2 -0.6
H 0.0 -0.7 -0.4
H 0.3 -0.2 -0.6
H 0.1 0.2 -0.1
H -0.2 0.6 0.1


ORCA calculation (the ωB97M-V functional and the def2-TZVPD basis) on a cluster of 6 separate species, C3H18O5 in total.

Properties
- HOMO energy: -10.7057 eV
- E_tot: -13639.4007 eV
- E_LUMO: 0.21 eV
- SMILES: CCC.O.O.O.O.O
- Total charge: 0

Geometry (Å):
O  -2.994  1.144  -0.282
O  -0.164  1.791  -2.483
O  1.971  2.310  -1.390
O  -1.375  0.114  1.847
O  0.798  2.478  1.757
C  -0.085  -2.066  0.139
C  1.109  -1.133  0.320
C  0.253  -3.551  -0.001
H  -2.066  1.114  -0.499
H  -0.451  -1.755  -0.859
H  -1.724  0.412  2.681
H  1.007  3.361  2.073
H  0.990  -3.802  -0.860
H  0.942  -0.420  1.159
H  0.921  -3.788  0.828
H  -3.082  0.735  0.573
H  1.953  -1.794  0.667
H  1.681  2.366  -2.326
H  1.211  1.789  -1.133
H  1.505  -0.622  -0.570
H  -0.695  0.768  1.637
H  -0.470  2.351  -3.191
H  -0.768  -3.978  0.001
H  -0.873  -1.820  0.868
H  1.280  2.494  0.950
H  -0.875  1.502  -1.906

Forces on the atoms, in the same order (eV/Å):
O -0.7 0.6 -1.0
O -0.2 -0.7 -0.1
O 0.3 0.1 -0.6
O 0.1 0.1 -0.3
O -0.5 0.2 0.8
C 0.1 1.3 -2.1
C 1.5 -0.7 1.6
C 0.9 0.7 -0.3
H 0.2 -0.2 0.5
H -0.6 -0.2 0.4
H -0.2 0.2 0.6
H -0.3 0.1 0.5
H -1.9 0.5 0.7
H 0.2 -0.3 -0.7
H -0.7 -0.6 0.6
H 0.4 -0.3 0.5
H -0.4 0.8 -0.2
H 0.9 0.3 0.9
H 0.1 -0.2 0.5
H -0.5 -0.1 0.2
H 0.1 0.1 0.2
H -0.8 0.1 0.0
H 1.1 -1.0 -0.2
H 0.4 -0.6 -0.3
H 0.8 -0.4 -1.4
H -0.4 0.3 -0.7